Molecular formula: C2H3NOS2
Method: DFT, ωB97M-V with the def2-TZVPD basis set

Geometry as XYZ:
```
9
Properties=species:S:1:pos:R:3:forces:R:3
C 0.272176 -1.524950 0.241866 -0.29 0.00 0.62
C -0.288650 0.761498 0.358169 -0.26 1.01 0.97
N 0.049779 -0.426735 -0.292784 0.25 -0.59 -0.96
O 1.672374 -1.981080 2.399757 0.62 -0.26 0.29
S -0.632049 0.679867 2.160669 0.77 -2.62 -0.28
S 0.264249 -1.903150 2.060735 -1.21 2.80 -0.56
H 0.554825 -2.354694 -0.389281 0.15 -0.42 0.06
H 0.536660 1.460601 0.200022 -0.14 -0.01 -0.13
H -1.187481 1.152129 -0.123906 0.11 0.09 -0.01
```
Forces are in eV/Å.

Results
* energy above the lowest of the compared OMol25 structures with the same formula, charge and spin: 2.871 eV
* LUMO (spin up / spin down): -1.8 / -1.8 eV
* net charge: 0
* multiplicity: 1
* HOMO-LUMO gap (spin up / spin down): 7.36 / 7.29 eV

Molecular formula: C20H47NO4P3Pb
Method: DFT, ωB97M-V with the def2-TZVPD basis set

Geometry as XYZ:
```
76
Properties=species:S:1:pos:R:3:forces:R:3
Pb -0.360387 0.038400 -0.763329 6.85 -0.02 -1.83
P -0.031111 -2.496641 -1.167511 0.08 1.01 -0.03
P -0.034858 2.627933 -0.849822 0.33 -0.81 0.18
N 1.698522 0.119497 -1.732332 0.22 -0.13 0.64
C 1.608579 -2.343083 -1.962664 -0.05 0.22 -0.32
H 2.128112 -3.297092 -1.769869 -0.03 0.38 -0.23
H 1.381074 -2.240665 -3.042659 0.27 -0.18 0.43
C 2.465168 -1.106701 -1.514196 -0.28 -0.27 0.08
H 2.761580 -1.268162 -0.432525 0.00 0.27 -0.81
H 3.402739 -1.093101 -2.142235 -0.85 -0.15 0.66
C 2.465785 1.311695 -1.371657 -0.08 0.39 0.33
H 3.403828 1.375174 -1.995254 -0.89 0.07 0.59
H 2.760598 1.337375 -0.280461 0.00 -0.17 -0.96
C 1.607764 2.593754 -1.657213 -0.09 -0.29 -0.42
H 1.382834 2.628146 -2.741636 0.25 0.14 0.44
H 2.127146 3.516058 -1.344648 -0.08 -0.36 -0.25
C 0.141929 3.232565 0.863324 0.04 -0.51 0.02
C -1.008145 2.856012 1.808614 -0.01 0.33 -0.18
H -0.722926 3.179565 2.822602 -0.27 -0.08 -0.32
H -1.201387 1.777048 1.844342 0.14 0.20 -0.09
H -1.948967 3.352533 1.529357 0.32 -0.09 0.22
C -1.326328 3.334657 -1.915861 0.09 -0.52 -0.01
C -2.697246 3.385901 -1.221113 0.13 0.33 -0.17
H -3.414689 3.720587 -1.983846 0.03 -0.08 0.39
H -2.690095 4.116259 -0.393782 -0.15 -0.33 -0.37
H -3.029359 2.402795 -0.846734 0.08 0.39 -0.11
C -1.325116 -3.044463 -2.315654 0.13 0.33 0.03
C -2.695996 -3.182951 -1.633273 0.13 -0.29 -0.21
H -3.413431 -3.419696 -2.432160 0.04 0.03 0.40
H -3.029341 -2.254373 -1.139090 0.08 -0.38 -0.15
H -2.687725 -4.010854 -0.904201 -0.16 0.36 -0.33
C 0.135354 -3.291945 0.457683 -0.02 0.63 0.15
C -1.026907 -3.044003 1.440546 -0.02 -0.30 -0.27
H -0.723063 -3.482910 2.402935 -0.37 0.11 -0.26
H -1.954898 -3.520521 1.087444 0.37 0.10 0.31
H -1.229531 -1.978673 1.622796 0.03 -0.31 -0.08
C -2.343839 0.015715 -0.038736 -9.07 -0.26 4.36
C -0.810701 4.681130 -2.414778 -0.07 0.30 -0.25
H -0.770011 5.411098 -1.590222 -0.05 -0.18 -0.51
H 0.189952 4.584716 -2.874960 -0.52 0.20 0.15
H -1.517360 5.025192 -3.182196 0.30 0.17 0.19
C -0.810747 -4.318853 -2.979193 -0.13 -0.27 -0.34
H -1.517699 -4.563542 -3.783555 0.31 -0.21 0.17
H 0.190012 -4.166205 -3.424375 -0.52 -0.22 0.13
H -0.770416 -5.145241 -2.251579 -0.05 0.22 -0.49
C 0.399507 -4.764910 0.202384 0.09 -0.49 0.06
H 0.741897 -5.198022 1.150576 -0.09 -0.17 -0.31
H -0.534336 -5.261740 -0.112029 0.53 0.00 0.16
H 1.193424 -4.907191 -0.555230 -0.43 -0.18 0.41
C 0.399048 4.723780 0.798378 0.02 0.54 0.04
H -0.533922 5.256034 0.548872 0.51 0.02 0.15
H 0.741002 5.036273 1.793854 -0.09 0.18 -0.31
H 1.192318 4.959170 0.065003 -0.41 0.16 0.41
H 1.058749 2.723612 1.215019 -0.44 0.24 -0.40
H 1.054474 -2.822784 0.871510 -0.36 -0.37 -0.38
H -1.384816 2.613921 -2.762109 0.12 0.41 0.31
H -1.383027 -2.223490 -3.064643 0.15 -0.47 0.31
O -3.339338 -0.021791 0.543382 3.90 0.15 -2.30
H -0.659278 -0.030511 -3.847051 -0.62 0.23 0.33
H -1.346735 0.149713 -3.553346 0.56 -0.16 -0.35
C 2.069073 -2.231169 3.445665 -0.49 -0.53 0.68
O 2.204459 -1.529357 2.186199 -2.31 1.79 -1.09
P 1.016934 -0.434432 1.754381 1.60 0.67 3.88
O 1.798298 0.982878 1.960543 -1.00 -1.37 -1.41
C 2.213542 1.493789 3.236488 -0.60 -0.18 1.05
O 0.080656 -0.625169 3.094975 0.39 -0.03 -1.32
C -0.982409 0.137629 3.708863 -0.25 0.02 0.56
H 3.044000 -2.684771 3.531635 0.06 -0.40 0.34
H 1.243814 -2.985253 3.364744 0.90 0.55 0.20
H 1.862688 -1.564818 4.317626 0.28 -0.52 -0.89
H 2.305957 0.649026 3.943692 0.10 0.67 -0.17
H 3.164067 2.015526 3.126283 -0.16 -0.11 -0.07
H 1.401011 2.183719 3.562066 0.81 -0.36 0.05
H -1.886105 0.209337 3.089672 0.30 -0.17 -0.05
H -0.606605 1.131688 3.924022 -0.11 0.08 0.08
H -1.287054 -0.334790 4.672244 0.55 0.04 -0.85
```
Forces are in eV/Å.

Results
* LUMO (spin up / spin down): -11.2 / -11.2 eV
* net charge: +3
* multiplicity: 1
* HOMO-LUMO gap (spin up / spin down): 5.54 / 5.53 eV

Molecular formula: C25H29IN4O3PbTe
Method: DFT, ωB97M-V with the def2-TZVPD basis set

Geometry as XYZ:
```
64
Properties=species:S:1:pos:R:3:forces:R:3
Pb -1.722460 1.284566 -0.911433 -1.01 -0.75 -1.63
N 0.332902 0.075822 -1.228032 5.40 -0.02 0.43
C 1.530485 0.255881 -1.207756 -4.34 -1.35 -0.14
N 2.838224 0.074000 -1.340140 0.79 -0.52 0.59
C 3.382615 0.493761 -2.640157 0.64 -0.04 0.14
C 4.845805 0.082249 -2.811981 1.62 -0.12 -0.15
O 5.697932 0.065118 -1.621386 -2.20 -0.63 0.51
C 5.027305 -0.655958 -0.525700 0.94 -0.54 -1.15
C 3.727494 -0.006994 -0.116348 -0.25 0.47 -0.73
H 3.297111 1.561230 -2.754449 -0.07 0.61 0.11
H 2.824503 0.043568 -3.479348 -0.01 0.02 0.58
H 5.368731 0.835321 -3.450172 -0.61 -0.68 0.26
H 4.910400 -0.908022 -3.323099 -0.02 0.51 0.51
H 5.791917 -0.762348 0.274898 -0.75 0.40 -0.37
H 4.756534 -1.686243 -0.849120 0.38 0.41 -0.10
H 3.914625 0.998721 0.253411 -0.04 0.19 0.16
H 3.261052 -0.613718 0.680454 -0.09 0.27 -0.56
I -3.263623 10.255321 -0.910432 -0.25 -0.38 -0.16
C -2.851644 8.206905 -1.165141 -0.07 -0.34 0.00
C -1.515287 7.852910 -1.119679 0.32 1.14 -0.11
C -1.133419 6.538654 -1.144712 0.98 -2.02 0.29
C -2.084810 5.510609 -1.273135 -0.82 1.11 -0.75
C -3.432253 5.915355 -1.453186 1.09 -1.57 0.21
C -3.825818 7.210380 -1.345293 0.59 1.90 0.02
C -1.786657 4.048869 -1.340617 2.85 -2.70 1.77
O -0.738136 3.574783 -0.646923 -2.79 2.21 -1.66
O -2.525868 3.208029 -1.953503 -0.21 2.54 0.20
H -0.753340 8.640866 -1.115051 -0.30 -0.39 0.25
H -0.055082 6.277604 -1.035453 -1.01 0.15 -0.19
H -4.146204 5.136966 -1.659261 -0.23 -0.13 -0.01
H -4.839626 7.514714 -1.473655 -0.62 -0.04 0.05
C -1.557915 -6.136160 -0.773065 -0.68 0.76 -0.91
Te -2.504367 -3.906869 -1.043870 1.85 -0.82 -1.05
C -0.253147 -3.674119 -0.041268 0.48 1.45 -0.38
C 0.459254 -4.940640 0.210292 -0.18 -2.30 1.10
C 1.756236 -5.094859 0.813042 -1.35 -0.99 -1.44
C 2.239955 -6.401727 1.052466 1.27 1.81 0.22
C 1.448410 -7.525091 0.935632 0.79 -1.07 0.18
C 0.255995 -7.437340 0.255692 -0.38 0.90 0.21
C -0.257083 -6.148819 -0.073919 0.78 -0.31 0.24
H -1.407788 -6.301805 -1.854560 -0.31 -0.18 0.48
H -2.295950 -6.836830 -0.345665 0.19 0.52 -0.35
H -0.609117 -3.135499 0.868491 0.58 -0.30 -0.66
H 0.362323 -3.024131 -0.723573 -0.97 -0.20 0.68
H 2.363301 -4.206560 0.930258 0.19 -0.13 0.15
H 3.333968 -6.524915 1.220468 -1.01 0.12 0.56
H 1.843195 -8.476738 1.374205 -0.42 0.75 -0.93
H -0.250721 -8.361882 -0.039103 -0.19 0.51 0.27
H -1.797740 -3.501955 -2.648596 -0.62 -0.35 1.66
C -0.174927 -0.338950 4.294395 -0.76 0.44 -0.87
C -1.149768 0.218762 3.278221 -0.82 0.92 0.45
C -2.508082 0.583400 3.384775 0.06 -0.69 -0.14
C -2.837819 1.212558 2.179181 0.36 0.45 -0.70
N -1.754725 1.355739 1.379639 0.65 -1.43 3.07
N -0.738257 0.686378 2.098142 -0.61 0.89 -0.86
C -4.194965 1.696766 1.725888 -0.05 0.65 -0.06
H 0.382612 0.526649 4.750270 -0.68 -1.14 0.03
H 0.525835 -1.005061 3.781343 0.02 0.07 0.24
H -0.835089 -0.941218 4.934464 0.85 0.35 0.49
H -3.277675 0.353082 4.130922 0.83 0.01 -0.13
H 0.227392 0.656702 1.780530 -0.58 0.24 -0.24
H -4.923406 1.660101 2.557837 0.33 -0.40 -0.48
H -4.564572 1.162532 0.806388 0.39 0.36 0.95
H -4.138760 2.779558 1.487461 0.08 -0.59 -0.13
```
Forces are in eV/Å.

Results
* energy above the lowest of the compared OMol25 structures with the same formula, charge and spin: 0.489 eV
* LUMO (spin up / spin down): 0.1 / -0.1 eV
* net charge: 0
* multiplicity: 1
* HOMO-LUMO gap (spin up / spin down): 5.82 / 3.44 eV